1.
100
Properties=species:S:1:pos:R:3:forces:R:3:mulliken_charge:R:1 method="wB97M-V/def2-TZVPD" homo_energy_ev="-8.845 / -10.921" de_lowest_kj_mol=122.5 fmax_ev_per_a=2.0 total_charge=+1 lumo_energy_ev="-2.87 / -2.84" spin_multiplicity=2 s_squared=0.781
Ti -0.30933 -0.22744 -0.12649 0.47 0.33 0.81 -0.584
C -0.75392 -0.32102 3.91386 -0.16 -0.03 -0.11 -1.298
P 0.22129 0.07857 2.43208 0.43 0.26 0.04 1.600
C 0.74768 1.78986 2.79808 -0.12 -0.05 -0.03 -1.705
C 1.79882 -0.81888 2.68236 0.01 -0.01 -0.16 -0.515
C 2.88865 -0.18401 1.80568 -0.13 -0.09 0.01 -1.558
P 2.33825 -0.05951 0.04998 0.24 -0.11 0.12 1.856
C 3.23766 -1.42752 -0.75128 -0.14 0.01 -0.02 -1.299
C 3.21495 1.40298 -0.57890 -0.06 0.08 -0.01 -1.504
H -1.72136 0.18324 3.87911 0.04 0.00 0.00 0.322
H -0.19766 0.03075 4.78279 -0.03 -0.02 0.06 0.566
H -0.91905 -1.39282 3.99681 0.02 0.03 0.01 0.344
H 1.45699 1.78176 3.62673 -0.01 0.03 0.04 0.618
H -0.11731 2.38360 3.08309 -0.09 0.07 -0.01 0.470
H 1.20240 2.24983 1.92278 0.01 -0.01 0.00 0.091
H 1.65681 -1.86686 2.40814 0.00 -0.05 0.00 0.062
H 2.06063 -0.77332 3.74005 0.08 0.02 0.06 0.760
H 3.80718 -0.76782 1.84579 0.06 -0.03 0.05 0.682
H 3.12280 0.82251 2.15203 0.05 0.02 0.02 0.471
H 4.30911 -1.24475 -0.66966 0.05 -0.03 -0.03 0.620
H 2.96095 -1.49727 -1.80529 0.00 0.01 0.04 0.263
H 2.98872 -2.36922 -0.25877 0.00 0.04 0.01 0.232
H 4.26002 1.36455 -0.26959 0.02 0.05 -0.04 0.512
H 2.75455 2.32010 -0.20554 0.02 -0.05 0.00 0.261
H 3.16439 1.41619 -1.66977 0.00 0.00 0.03 0.375
C 0.54892 -1.41734 -3.63632 0.00 0.08 -0.02 -1.091
C 0.56637 0.03830 -3.27529 -0.07 -0.18 0.33 0.351
C 0.93075 1.01137 -4.16875 0.07 0.17 -0.18 -1.054
C 0.89058 2.35687 -3.77756 0.04 -0.01 -0.08 -0.799
C 0.49014 2.71317 -2.51542 0.03 0.08 -0.01 -0.866
C 0.11674 1.69560 -1.62164 -0.16 -0.03 0.03 -0.022
N 0.16564 0.38928 -2.02894 0.31 0.38 -0.44 1.350
N -0.29779 1.81213 -0.32982 0.23 0.28 -0.47 0.885
Si -1.40204 3.12244 0.10502 0.00 -0.23 0.05 0.034
C -0.49415 4.65011 0.62666 0.18 0.28 0.12 -1.100
C -2.45689 3.50090 -1.37344 -0.14 0.08 -0.32 -1.135
C -2.54073 2.54545 1.47191 0.01 -0.01 0.15 -0.416
H -0.28815 -1.62179 -4.30952 0.02 0.00 0.04 0.456
H 0.44762 -2.05025 -2.75961 -0.01 -0.03 0.08 -0.375
H 1.46321 -1.69444 -4.16276 -0.02 0.02 -0.01 0.591
H 1.23862 0.73013 -5.16735 -0.01 0.03 0.04 0.575
H 1.18827 3.12539 -4.48185 -0.02 -0.04 0.02 0.469
H 0.47005 3.74492 -2.18990 0.03 -0.06 -0.03 0.515
H 0.10657 5.07328 -0.18496 -0.03 -0.02 0.09 0.307
H 0.16836 4.46585 1.47863 -0.06 0.06 -0.08 0.324
H -1.22155 5.41385 0.92814 0.11 -0.06 -0.02 0.379
H -1.88866 3.91208 -2.21310 -0.16 -0.04 0.08 0.356
H -3.22665 4.23070 -1.09995 0.06 -0.07 -0.04 0.439
H -2.96414 2.59120 -1.71770 0.02 0.11 0.01 0.198
H -2.41995 3.12958 2.38968 0.00 -0.06 -0.06 0.478
H -2.40053 1.48961 1.70650 0.00 0.01 0.05 -0.511
H -3.58139 2.65626 1.14820 0.10 -0.03 0.05 0.495
C -0.66220 -5.91151 2.24685 0.06 -0.10 -0.04 -1.875
C -1.45555 -4.72345 1.73445 0.05 0.10 -0.05 1.677
C -1.38000 -3.54829 2.69520 0.14 0.08 -0.03 -1.348
C -2.89594 -5.09361 1.44519 -0.11 -0.04 -0.05 -1.727
O -0.92334 -4.32057 0.42260 -0.25 -0.11 0.15 0.435
P 0.41473 -3.54264 0.15051 -0.05 0.27 0.01 -1.187
O 1.49362 -3.78830 1.11659 0.17 0.05 0.22 -0.858
O 0.04380 -2.01580 0.03593 0.32 -1.26 -0.12 0.264
O 0.71855 -3.88898 -1.34888 0.04 -0.03 -0.26 0.612
C 0.93768 -5.23080 -1.92752 0.06 0.00 0.13 1.445
C 1.69480 -6.12191 -0.95338 -0.01 0.06 0.11 -1.423
C 1.76570 -4.96444 -3.16954 0.08 0.04 -0.07 -1.658
C -0.41451 -5.81540 -2.29062 -0.12 0.00 0.00 -1.342
H -1.03807 -6.19985 3.23097 0.02 -0.01 -0.05 0.463
H 0.39827 -5.66533 2.33174 -0.10 0.01 0.01 0.339
H -0.77912 -6.76457 1.57278 0.01 0.06 0.06 0.361
H -1.90871 -3.78980 3.61906 0.01 0.00 -0.02 0.602
H -1.84718 -2.66767 2.24566 -0.03 -0.04 0.01 0.152
H -0.33648 -3.32415 2.93932 -0.10 -0.03 -0.03 0.377
H -3.37716 -5.44975 2.35850 0.01 0.02 -0.05 0.394
H -2.93930 -5.88856 0.69724 -0.01 0.05 0.06 0.416
H -3.44909 -4.22932 1.06902 0.04 -0.05 0.03 0.287
H 2.63865 -5.66238 -0.65505 -0.05 -0.03 -0.03 0.326
H 1.90345 -7.07732 -1.43698 -0.01 0.03 0.00 0.518
H 1.11338 -6.31671 -0.04839 0.04 0.01 -0.11 0.203
H 2.68695 -4.43766 -2.90850 -0.05 -0.05 -0.02 0.350
H 1.20345 -4.36366 -3.88766 0.03 -0.02 0.04 0.258
H 2.02951 -5.91070 -3.64495 -0.01 0.05 0.00 0.499
H -1.02513 -5.98544 -1.40288 0.07 0.00 -0.07 0.126
H -0.26649 -6.76741 -2.80375 -0.02 0.03 0.01 0.455
H -0.95304 -5.13996 -2.95986 0.03 -0.04 0.04 0.299
C -3.36543 -0.47735 -2.23915 -0.05 -0.03 0.00 -1.356
C -3.27073 -0.40201 -0.75605 0.13 0.16 0.39 0.171
O -2.04201 -0.34044 -0.22981 -1.89 -0.31 -0.55 -0.419
C -4.39452 -0.41918 0.13028 0.29 -0.04 0.04 1.011
C -5.70799 -0.30822 -0.35555 -0.18 -0.04 -0.01 -0.869
C -6.78281 -0.31599 0.51769 0.05 0.00 -0.05 -0.773
C -6.58117 -0.44208 1.88749 -0.03 0.00 0.02 -0.591
C -5.28589 -0.56685 2.38280 0.04 -0.01 -0.02 -1.187
C -4.20702 -0.55574 1.52020 -0.09 0.00 0.07 0.572
H -2.41239 -0.22105 -2.69396 0.08 0.02 -0.02 0.022
H -4.12213 0.20664 -2.62693 0.00 -0.01 -0.01 0.506
H -3.64073 -1.48830 -2.55991 0.00 0.04 -0.02 0.284
H -5.88947 -0.21212 -1.41877 0.01 0.00 0.05 0.396
H -7.78833 -0.22284 0.12656 0.03 0.00 0.01 0.432
H -7.42693 -0.44896 2.56390 0.04 0.00 -0.03 0.418
H -5.12424 -0.67803 3.44930 0.00 0.01 -0.06 0.429
H -3.20238 -0.66466 1.90692 0.01 -0.01 0.01 0.038

2.
101
Properties=species:S:1:pos:R:3:forces:R:3:mulliken_charge:R:1 method="wB97M-V/def2-TZVPD" homo_energy_ev="-7.166 / -7.428" fmax_ev_per_a=0.4 lumo_energy_ev="-0.62 / 0.43" spin_multiplicity=3 s_squared=2.179
V -0.05388 -0.03377 -0.52516 -0.11 0.39 0.10 -0.037
C 3.81802 -3.26583 0.54746 0.03 -0.03 -0.01 -1.517
C 3.36731 -1.89868 0.15967 -0.05 -0.20 0.05 0.513
C 4.11137 -0.85586 -0.34362 -0.07 -0.01 -0.03 -1.457
C 3.20968 0.20261 -0.52424 -0.10 0.16 -0.15 -0.296
N 1.99922 -0.18619 -0.14757 -0.01 -0.17 0.20 0.067
N 2.08712 -1.48770 0.27752 0.03 0.06 -0.02 0.971
B 0.94854 -2.15148 1.12585 0.13 -0.24 -0.13 -0.820
N -0.30735 -2.59652 0.31197 -0.10 -0.05 0.03 0.944
N -1.24752 -1.70632 -0.15640 0.24 -0.24 0.13 0.235
C -2.31810 -2.40950 -0.51043 -0.12 0.18 -0.14 -0.265
C -2.08558 -3.76926 -0.26392 0.04 0.07 0.00 -1.183
C -0.81308 -3.84388 0.25188 0.15 -0.07 0.02 0.255
C -0.05354 -5.05328 0.67626 0.02 -0.05 0.00 -1.614
C -3.56301 -1.81622 -1.12779 0.00 -0.10 0.00 2.724
C -3.55377 -2.14286 -2.62847 0.04 0.05 0.00 -1.482
C -4.78810 -2.46163 -0.46931 0.00 0.00 -0.01 -1.943
C -3.63399 -0.30749 -0.94402 0.00 0.09 -0.01 -1.689
N 0.49652 -1.15366 2.17100 -0.04 0.15 0.10 0.482
N -0.05223 0.02949 1.77723 0.06 0.11 -0.07 0.857
C -0.32180 0.70745 2.89911 -0.17 0.09 -0.02 -1.080
C 0.03112 -0.06695 4.01354 0.15 -0.03 -0.09 -0.824
C 0.55991 -1.23302 3.50829 -0.02 -0.08 0.05 0.284
C 1.11653 -2.41459 4.22590 0.01 -0.03 0.05 -1.505
C -0.93156 2.09246 2.95556 -0.03 -0.10 0.09 2.707
C -1.08794 2.52703 4.41783 0.02 -0.03 -0.01 -2.558
C -2.32479 2.06303 2.32300 -0.06 0.01 -0.08 -1.122
C -0.00443 3.10144 2.27577 -0.02 0.05 -0.03 -1.248
C 3.50220 1.57445 -1.08459 0.13 -0.03 0.06 2.850
C 4.80819 2.08430 -0.45840 -0.02 0.00 -0.06 -1.951
C 2.38202 2.55804 -0.77095 -0.09 0.05 -0.04 -1.794
C 3.67885 1.46501 -2.60411 -0.03 -0.01 -0.03 -1.461
H 4.85369 -3.40742 0.24434 0.00 0.01 0.00 0.448
H 3.21244 -4.03347 0.06491 0.00 -0.01 0.00 0.199
H 3.75130 -3.41861 1.62484 0.00 0.00 0.01 0.222
H 5.16643 -0.86457 -0.55034 0.05 0.00 0.00 0.495
H 1.40983 -3.12898 1.61959 0.01 -0.02 0.08 -0.151
H -2.75304 -4.59216 -0.44530 -0.03 -0.04 0.01 0.501
H -0.60797 -5.94658 0.39519 -0.02 0.00 0.00 0.443
H 0.10493 -5.07189 1.75465 0.01 0.00 0.01 0.228
H 0.92332 -5.09155 0.19394 0.01 -0.01 0.00 0.203
H -3.51106 -3.21920 -2.80168 0.00 -0.04 0.00 0.337
H -2.68889 -1.67748 -3.10774 -0.01 -0.01 -0.01 0.016
H -4.45765 -1.75342 -3.10005 -0.03 0.01 -0.01 0.487
H -4.80034 -3.54333 -0.60248 0.00 -0.03 -0.01 0.312
H -5.69715 -2.06130 -0.91932 -0.02 0.02 -0.02 0.469
H -4.81531 -2.24786 0.59998 0.01 0.00 0.02 0.399
H -2.85404 0.20459 -1.50448 -0.01 -0.01 0.00 -0.065
H -3.54374 -0.01932 0.10441 0.01 -0.01 0.03 0.268
H -4.59551 0.05482 -1.31318 -0.01 0.02 0.00 0.514
H -0.06876 0.19497 5.04969 0.01 0.00 0.06 0.672
H 1.05037 -2.25134 5.29973 0.00 0.00 0.00 0.433
H 2.16367 -2.58056 3.97017 0.01 0.00 0.00 0.226
H 0.56646 -3.32482 3.98516 0.00 -0.01 -0.01 0.224
H -1.75845 1.86598 4.96829 -0.02 -0.03 0.00 0.449
H -1.51249 3.53088 4.44722 -0.01 0.02 -0.01 0.452
H -0.12718 2.55566 4.93438 0.02 0.00 0.01 0.453
H -2.96295 1.35604 2.85756 -0.01 -0.02 0.04 0.373
H -2.29013 1.78408 1.27335 -0.03 0.01 0.15 -0.075
H -2.78346 3.05182 2.38650 0.00 0.02 -0.02 0.436
H 0.95311 3.13831 2.80029 0.03 0.00 -0.01 0.425
H -0.45012 4.09719 2.30907 -0.02 0.02 0.00 0.458
H 0.17323 2.85931 1.23451 -0.02 -0.06 -0.10 -0.098
H 4.72820 2.14272 0.62751 -0.01 -0.01 0.03 0.383
H 5.03291 3.08255 -0.83774 -0.01 0.00 -0.01 0.481
H 5.65016 1.43711 -0.70725 0.02 -0.01 0.01 0.330
H 2.20250 2.63367 0.30223 0.02 -0.01 0.01 0.358
H 1.44465 2.28221 -1.25812 0.03 -0.01 0.01 -0.205
H 2.65487 3.54726 -1.14364 0.01 0.02 0.02 0.544
H 4.48450 0.77473 -2.86066 0.02 -0.01 0.00 0.324
H 3.92546 2.44596 -3.01450 0.00 0.03 -0.03 0.486
H 2.75852 1.10946 -3.07483 0.03 0.01 0.03 -0.095
C -2.18458 1.28513 -5.08266 0.19 0.09 0.04 -1.173
Si -0.39538 1.49354 -4.54327 -0.06 0.01 -0.01 0.633
C -0.07844 3.21530 -3.88015 0.00 -0.09 -0.22 -1.043
C 0.76577 1.20328 -5.99752 -0.12 0.11 0.03 -1.091
As 0.04747 -0.11955 -2.91708 -0.03 -0.19 -0.03 1.164
Si 0.91704 -2.02323 -3.95448 0.12 0.17 -0.10 0.358
C 2.68996 -1.70112 -4.50684 -0.13 -0.16 0.01 -0.970
C 0.94188 -3.40900 -2.69275 -0.01 0.00 -0.07 -0.510
C -0.13518 -2.54216 -5.42514 0.10 -0.07 0.06 -1.097
H -2.41759 1.97131 -5.89960 -0.03 0.03 -0.04 0.389
H -2.85631 1.50475 -4.25267 -0.02 0.02 0.07 0.302
H -2.38768 0.26880 -5.42017 0.03 -0.06 -0.02 0.307
H -0.45256 3.92919 -4.62048 0.02 0.05 0.01 0.436
H 0.99249 3.39069 -3.76327 0.04 -0.02 0.02 0.232
H -0.57050 3.41448 -2.93124 -0.06 -0.06 0.03 0.277
H 0.60064 1.99645 -6.73168 0.01 0.01 -0.04 0.412
H 0.61406 0.24956 -6.50300 -0.03 -0.01 0.05 0.244
H 1.80763 1.26104 -5.68122 0.04 0.02 0.03 0.254
H 3.32568 -1.51831 -3.63876 0.00 0.01 0.05 0.165
H 2.77602 -0.84292 -5.17159 -0.05 0.04 -0.03 0.272
H 3.07985 -2.57562 -5.03546 0.03 -0.01 0.00 0.426
H 1.56876 -3.14275 -1.84030 0.03 0.03 0.04 -0.232
H 1.34827 -4.31872 -3.14123 0.02 -0.03 -0.04 0.643
H -0.05865 -3.63284 -2.32158 -0.06 0.01 0.00 0.067
H -0.05285 -1.85252 -6.26554 0.01 0.03 0.03 0.289
H -1.19021 -2.62746 -5.16159 -0.02 0.00 0.05 0.268
H 0.20400 -3.52299 -5.76995 -0.01 -0.02 -0.04 0.374
N -1.66483 2.72326 -0.86050 0.03 0.12 -0.15 -0.801
C -1.05172 1.75216 -0.72165 -0.04 0.13 0.03 0.000